1.
Molecular formula: C3H3FN2O
Method: DFT, ωB97M-V with the def2-TZVPD basis set

Each line ends with the natural charge from an NBO analysis.
Atoms and positions in Å:
1 F 2.8137 1.1533 0.2799  -0.153
2 O 3.1964 0.0642 -0.3930  -0.178
3 N -1.4936 -0.9924 0.2309  -0.347
4 N -0.4702 -1.5785 -0.4781  -0.319
5 C 0.4049 -0.6865 -0.6694  0.475
6 C -1.1614 0.3592 0.2835  -0.005
7 C 0.0874 0.5879 -0.2646  -0.426
8 H 0.8346 1.4230 -0.2508  0.292
9 H -2.3535 -1.4157 0.6014  0.438
10 H -1.8584 1.0854 0.6602  0.223

As for the calculated total energy: -10894.384 eV. The HOMO energy (spin up / spin down) is -8.961 / -8.952 eV. For the orbital gap (spin up / spin down), the calculation gives 5.64 / 5.64 eV.



2.
Molecular formula: C3H3FN2O
Method: DFT, ωB97M-V with the def2-TZVPD basis set

Each line ends with the natural charge from an NBO analysis.
Atoms and positions in Å:
1 F 2.6247 -0.9954 0.1891  -0.310
2 O -2.0653 -1.2902 -0.3791  -0.370
3 N -1.7108 0.6255 0.8585  -0.168
4 N -1.6483 -0.2586 0.0161  0.365
5 C 0.7956 0.5311 0.0964  -0.344
6 C 1.3584 -0.6583 -0.0760  0.273
7 C -0.6308 0.7289 -0.1696  -0.035
8 H 1.4154 1.3377 0.6303  0.235
9 H -0.7733 1.4080 -0.9266  0.184
10 H 0.6344 -1.4287 -0.2392  0.169

As for the calculated total energy: -10899.379 eV. The HOMO energy is -10.536 eV. As for the SMILES: [O-][N+]1=N[C@H]1/C=C/F. For the orbital gap, the calculation gives 11.31 eV.



3.
Molecular formula: C3H3FN2O
Method: DFT, ωB97M-V with the def2-TZVPD basis set

Each line ends with the natural charge from an NBO analysis.
Atoms and positions in Å:
1 F -0.2983 1.7191 1.3669  -0.302
2 O 0.1956 -1.6015 1.2221  -0.248
3 N 0.0742 0.8914 -1.2686  -0.826
4 N 0.0367 -0.5055 1.9558  -0.148
5 C -0.0353 -0.0030 -0.2130  -0.032
6 C -0.0649 0.4322 1.0752  0.476
7 C 0.2295 -1.3272 -0.0909  0.062
8 H -0.2645 0.5892 -2.1889  0.391
9 H 0.2553 -2.1709 -0.8088  0.217
10 H -0.1283 1.9763 -1.0498  0.410

As for the calculated total energy: -10902.319 eV. The HOMO energy is -8.858 eV. As for the SMILES: Nc1conc1F. For the orbital gap, the calculation gives 9.61 eV.



4.
Molecular formula: C3H3FN2O2
Method: DFT, ωB97M-V with the def2-TZVPD basis set

Each line ends with the natural charge from an NBO analysis.
Atoms and positions in Å:
1 F -2.0897 -0.2030 0.4305  -0.258
2 O -0.6648 1.3530 1.1168  -0.331
3 O 0.9189 -1.3730 -2.1050  -0.702
4 N 1.2489 0.6691 0.3786  -0.171
5 N 0.7447 1.6528 0.9585  0.121
6 C 0.2928 -0.2493 -0.0713  -0.107
7 C 0.5782 -1.5160 -0.7360  -0.099
8 C -0.8791 0.2387 0.4091  0.682
9 H 1.3466 -1.9754 -0.1457  0.187
10 H -0.2778 -2.1590 -0.6134  0.202
11 H 1.7983 -0.9716 -2.1802  0.476

As for the calculated total energy: -12949.593 eV. The HOMO energy is -10.357 eV. As for the SMILES: OCc1nnoc1F. For the orbital gap, the calculation gives 10.99 eV.



5.
Molecular formula: C3H3FN2S2
Method: DFT, ωB97M-V with the def2-TZVPD basis set

Each line ends with the natural charge from an NBO analysis.
Atoms and positions in Å:
1 S -2.9445 -0.3980 -0.3230  -0.023
2 S 2.2688 -1.3211 -0.3355  0.243
3 F 1.9030 1.7303 -0.3230  -0.287
4 N 0.8952 -0.3395 -0.0078  -0.353
5 N -0.3313 -0.9410 -0.0600  -0.298
6 C 0.8057 0.9936 -0.0345  0.555
7 C -0.4922 1.2742 0.0250  -0.427
8 C -1.1997 0.0975 -0.0745  0.027
9 H -0.8286 2.2585 -0.3188  0.241
10 H -2.5593 -1.7781 0.4893  0.203
11 H 2.4829 -1.5764 0.9629  0.119

As for the calculated total energy: -30524.862 eV. The HOMO energy is -8.979 eV. As for the SMILES: Fc1cc(S)nn1S. For the orbital gap, the calculation gives 9.24 eV.



6.
Molecular formula: C3H3FNO2
Method: DFT, ωB97M-V with the def2-TZVPD basis set

Each line ends with the natural charge from an NBO analysis.
Atoms and positions in Å:
1 F -0.4213 -1.8030 -0.5849  -0.362
2 O -1.3717 1.6764 -0.2530  -0.732
3 O -2.2218 -0.1952 0.7864  -0.669
4 N 1.2525 -0.5557 1.1884  -0.717
5 C 0.9791 -0.0713 0.0562  0.080
6 C -1.5524 0.5108 0.0702  0.876
7 C -0.0773 -0.4995 -0.8115  -0.069
8 H -0.0253 -0.0309 -1.8272  0.161
9 H 1.5259 0.9207 -0.3506  0.116
10 H 1.9124 0.0479 1.7259  0.316

As for the calculated total energy: -11462.228 eV. The HOMO energy is -3.326 eV. For the orbital gap, the calculation gives 7.61 eV. The net charge is -1.



7.
Molecular formula: C3H3FO2
Method: DFT, ωB97M-V with the def2-TZVPD basis set

Each line ends with the natural charge from an NBO analysis.
Atoms and positions in Å:
1 F -4.0174 -0.1060 -0.6239  -0.327
2 O 0.3158 -0.0594 -0.1802  -0.471
3 O -2.6078 0.3972 0.7700  -0.666
4 C 2.7607 0.0321 -0.1957  -0.795
5 C -2.8502 -0.4159 -0.2017  0.486
6 C 1.4730 -0.0654 -0.1986  0.733
7 H 3.3957 -0.8087 -0.1993  0.262
8 H -1.8008 0.1071 1.1687  0.509
9 H 3.3310 0.9189 -0.3391  0.269

As for the calculated total energy: -9968.911 eV. The HOMO energy is -9.657 eV. For the orbital gap, the calculation gives 10.29 eV.



8.
Molecular formula: C3H3FO2
Method: DFT, ωB97M-V with the def2-TZVPD basis set

Each line ends with the natural charge from an NBO analysis.
Atoms and positions in Å:
1 F -0.4689 0.5803 -1.7165  -0.310
2 O -0.5020 2.2899 -0.2980  -0.525
3 O -0.7034 -1.1459 0.0627  -0.442
4 C 0.6652 -0.9827 0.2078  -0.070
5 C -0.2893 0.0979 0.5328  -0.082
6 C -0.4120 1.1362 -0.5305  0.842
7 H 1.2175 -0.8715 -0.6345  0.180
8 H 0.9904 -1.6306 0.9121  0.190
9 H -0.4975 0.5263 1.4641  0.217

As for the calculated total energy: -9970.347 eV. The HOMO energy is -10.984 eV. As for the SMILES: O=C(F)[C@@H]1CO1. For the orbital gap, the calculation gives 11.87 eV.



Energy relative to the best compared isomer or geometry (same formula, charge and spin) for every record listed, in sequence, given in kJ/mol: 1013.51; 531.56; 247.91; 316.11; 138.11; 44.91; 255.61; 117.06.